Formula: C16H39IN5O4S4
Source: OMol25
Level of theory: ωB97M-V/def2-TZVPD

```
69
Properties=species:S:1:pos:R:3:forces:R:3
I -4.313 -0.284 -0.133 1.1 0.1 0.0
S -2.678 -0.324 -4.297 -0.1 0.3 -0.3
S 5.369 -1.194 -0.856 0.3 -0.2 0.3
S -4.825 -3.114 3.457 0.1 0.2 0.0
S 2.011 3.739 -0.637 -0.1 0.1 0.1
O -3.452 -2.702 3.018 -0.2 0.1 0.2
O 5.248 0.193 -1.413 -0.3 -0.1 0.2
O -2.435 1.142 -4.096 0.0 -0.7 -0.4
O 0.685 3.509 -1.298 0.3 0.0 0.4
N 2.435 -0.570 1.011 -8.3 -1.6 0.7
N 0.064 -0.666 0.056 4.0 0.8 -0.2
N 0.004 -1.140 1.366 4.8 -0.1 2.5
N 0.372 0.561 4.235 0.1 -6.1 1.6
N 2.002 0.249 -1.313 0.4 -0.3 1.0
C -2.331 1.846 -1.192 -0.4 -0.2 0.3
C 1.875 3.161 1.072 -0.1 0.0 0.0
C -2.241 0.546 -0.200 0.6 0.5 -0.3
C -4.969 -2.734 5.221 0.1 0.1 0.0
C 1.494 -0.295 -0.172 -0.3 -0.6 1.2
C -4.071 -0.492 -5.441 -0.1 0.0 0.0
C 7.001 -1.825 -1.318 0.0 0.1 -0.1
C -1.200 -0.643 -0.748 -2.5 -0.8 0.5
C 1.696 -1.566 3.566 -0.7 1.6 -0.3
C -1.420 -0.932 -5.445 0.0 0.0 -0.1
C 1.287 0.648 -2.575 -0.3 0.0 -0.8
C 2.119 5.499 -0.230 -0.1 0.1 0.0
C 5.722 -1.042 0.912 0.0 0.2 0.1
C 0.525 -0.806 4.480 -0.4 4.4 -1.2
C -5.980 -1.839 2.898 0.0 0.1 0.0
C 1.401 -1.102 2.007 -0.6 1.0 -3.9
H -0.447 -0.882 -4.951 -0.2 0.0 0.0
H -5.996 -2.909 5.550 0.1 0.0 -0.1
H -1.777 -1.659 -0.494 1.6 2.0 -0.6
H 0.378 1.323 -2.276 1.7 -1.3 -0.9
H 7.173 -2.787 -0.829 -0.1 0.1 0.0
H -0.160 -1.382 5.241 1.6 0.9 -1.6
H 5.936 -2.029 1.328 0.0 0.0 -0.1
H -0.878 -1.457 1.838 1.1 0.5 -0.9
H 0.987 -0.328 -3.175 0.5 2.1 1.3
H -1.896 2.777 -0.631 -0.6 -1.8 -1.4
H -5.637 -0.854 3.224 0.1 -0.1 0.0
H -4.201 -1.544 -5.705 0.1 0.1 0.1
H 1.758 2.075 1.063 0.1 0.2 0.0
H 7.026 -1.962 -2.402 -0.1 0.0 0.2
H 1.233 5.808 0.330 0.0 -0.1 -0.1
H -4.296 -3.393 5.774 -0.1 0.0 -0.2
H 1.004 3.614 1.552 0.0 0.0 -0.1
H -4.974 -0.130 -4.943 0.2 0.0 0.0
H 1.709 -2.727 3.723 -0.1 2.4 -0.6
H 2.737 -1.069 3.861 -2.3 -1.3 -0.8
H 2.040 1.263 -3.264 -1.7 -1.3 1.8
H 7.774 -1.111 -1.025 -0.1 0.0 0.0
H -3.468 2.054 -1.488 2.7 -0.4 0.7
H -1.080 -0.639 -1.911 0.2 0.3 2.5
H -6.023 -1.864 1.806 0.1 -0.1 0.2
H 2.175 6.067 -1.161 0.0 -0.2 0.1
H -1.787 1.567 -2.190 -1.0 1.0 2.0
H -4.688 -1.694 5.404 0.0 -0.1 -0.1
H 2.784 3.422 1.620 0.0 0.0 -0.1
H 3.020 5.683 0.360 0.0 -0.1 -0.1
H 6.575 -0.377 1.067 0.0 -0.1 -0.1
H -1.637 -1.969 -5.710 0.0 0.1 0.1
H 4.842 -0.625 1.407 0.1 -0.1 -0.2
H -0.394 0.948 4.845 0.9 -0.7 -0.6
H -3.890 0.102 -6.340 0.1 0.0 0.1
H 3.054 0.418 -1.310 -1.5 -0.4 0.2
H -6.974 -2.043 3.302 0.1 -0.1 0.0
H -1.994 0.802 0.924 -0.4 -0.5 -2.4
H -1.402 -0.311 -6.344 -0.1 0.0 0.1
```
Positions in Å, forces in eV/Å.

Its max |F| is 8.514 eV Å⁻¹. As for the total charge: +1. For the HOMO-LUMO gap, the calculation gives 8.261 eV. The energy comes out at -3097.6558 Eh.